9
Properties=species:S:1:pos:R:3:lowdin_charge:R:1 method="wB97M-V/def2-TZVPD" orbital_gap_ev=9.484 max_force_ev_per_a=4.3 homo_ev=-8.958 total_energy_ha=-491.93722 total_charge=0 relative_energy_kj_mol=26.6 e_lumo_ev=0.53
H 3.34 1.05 -1.07 -0.091
N 2.55 1.07 -0.42 -0.354
P 1.28 0.47 -1.24 0.745
N 0.26 0.19 0.07 -0.372
C -1.06 -0.46 0.10 -0.156
H 0.60 0.23 1.02 0.067
H -1.62 -0.39 -0.73 0.029
H -0.93 -1.38 0.54 0.049
H -1.67 0.21 0.72 0.083

***

13
Properties=species:S:1:pos:R:3:lowdin_charge:R:1 method="wB97M-V/def2-TZVPD" orbital_gap_ev=2.994 max_force_ev_per_a=3.2 homo_ev=-11.122 total_energy_ha=-286.39507 total_charge=+1 relative_energy_kj_mol=630.6 e_lumo_ev=-8.13
C 4.73 0.75 0.24 -0.102
C 4.81 -0.59 0.02 -0.088
C -0.44 -0.40 0.76 0.299
C -2.96 -0.24 0.43 0.054
C 3.54 -0.02 0.37 -0.027
C -3.74 0.15 -0.72 0.019
N -1.63 -0.31 0.58 0.081
H 5.37 1.63 -0.03 0.115
H 5.61 -1.37 0.17 0.117
H -3.56 -0.43 1.24 0.128
H -3.02 0.45 -1.52 0.126
H -4.33 1.02 -0.42 0.138
H -4.38 -0.64 -1.12 0.142

***

58
Properties=species:S:1:pos:R:3:mulliken_spin:R:1 method="wB97M-V/def2-TZVPD" orbital_gap_ev="7.084 / 7.174" max_force_ev_per_a=2.6 homo_ev="-4.345 / -4.436" total_energy_ha=-2604.06918 total_charge=-1 s_squared=12.6113 e_lumo_ev="2.74 / 2.74" multiplicity=7
Tb -1.35 0.00 1.36 6.054
Cl -3.65 1.02 1.70 -0.015
N -0.33 2.35 0.66 -0.027
N -0.34 -2.32 0.78 -0.022
C -0.93 3.01 -0.30 0.008
C -0.83 -2.98 -0.23 -0.005
C 0.89 3.13 1.02 0.001
C 0.61 4.49 0.38 0.000
C 2.13 2.51 0.40 0.000
C 1.03 3.23 2.52 0.000
H 2.03 2.42 -0.69 0.000
H 2.31 1.51 0.82 0.000
H 3.00 3.14 0.62 0.000
H 0.17 3.77 2.92 0.000
H 1.95 3.78 2.76 0.000
H 1.07 2.24 2.98 0.001
C 0.68 -3.19 1.44 -0.002
C 0.61 -4.47 0.62 0.000
C 0.31 -3.42 2.89 0.000
C 2.06 -2.57 1.37 -0.001
H 2.30 -2.31 0.33 0.000
H 2.78 -3.30 1.73 0.000
H 2.10 -1.67 1.99 0.001
H -0.71 -3.83 2.94 0.000
H 0.34 -2.48 3.45 0.000
H 1.01 -4.14 3.32 0.000
O -0.34 -4.19 -0.45 0.000
H 0.23 -5.33 1.18 0.000
H 1.56 -4.74 0.14 0.000
O -0.47 4.23 -0.56 0.000
H 1.44 4.93 -0.18 0.000
H 0.24 5.22 1.12 0.000
C -2.01 2.47 -1.17 0.003
C -1.87 -2.45 -1.17 0.004
C -1.35 -1.16 -1.77 0.014
H -2.77 -2.24 -0.56 -0.003
H -2.10 -3.21 -1.92 -0.001
C -1.50 0.03 -1.09 0.032
C -1.44 1.22 -1.77 0.013
H -1.45 -0.13 3.91 0.000
C -0.74 1.27 -3.00 -0.002
C -0.30 0.07 -3.56 0.001
C -0.46 2.57 -3.66 0.000
C -0.62 -1.16 -2.98 -0.001
H 0.27 0.09 -4.50 0.000
C -0.22 -2.45 -3.62 0.001
H 0.52 -2.26 -4.40 0.000
H -1.07 -2.95 -4.09 0.000
H 0.22 -3.14 -2.89 0.000
H -1.38 3.11 -3.92 0.000
H 0.10 2.41 -4.59 0.000
H 0.15 3.22 -3.02 0.000
H -2.29 3.22 -1.91 0.000
H -2.86 2.24 -0.51 -0.001
O 0.86 0.24 4.36 -0.003
N 0.93 -0.42 3.34 0.006
O -1.40 -0.86 3.27 -0.034
O 0.85 0.22 2.20 -0.023

***

65
Properties=species:S:1:pos:R:3:lowdin_charge:R:1 method="wB97M-V/def2-TZVPD" orbital_gap_ev=8.578 max_force_ev_per_a=0.8 homo_ev=-10.547 total_energy_ha=-2324.79578 total_charge=+1 relative_energy_kj_mol=41.0 e_lumo_ev=-1.97
H 4.17 -0.61 0.72 0.078
N 3.58 0.17 0.43 0.063
C 2.54 -0.19 -0.25 -0.464
N 1.65 0.68 -0.80 0.074
C 1.89 1.97 -0.90 -0.424
N 0.87 2.72 -1.40 0.194
N 3.03 2.55 -0.54 0.089
C 3.37 3.95 -0.70 -0.170
C 2.71 4.84 0.36 -0.183
C 3.33 4.61 1.74 -0.205
C 2.64 5.41 2.85 -0.200
C 1.30 4.85 3.30 -0.168
C 1.41 3.57 4.16 -0.157
N 0.84 2.40 3.51 0.081
C 1.49 1.48 2.77 -0.421
N 2.81 1.34 2.81 0.187
N 0.87 0.70 1.91 0.172
C -0.36 0.30 1.73 -0.399
N -1.26 0.15 2.73 0.206
N -0.69 0.01 0.47 0.146
C -1.81 -0.72 0.02 -0.245
C -2.48 -0.29 -1.12 -0.019
C -3.57 -0.99 -1.60 -0.096
C -3.99 -2.14 -0.94 -0.699
Cl -5.35 -3.02 -1.53 0.699
C -3.31 -2.59 0.18 -0.094
C -2.22 -1.89 0.66 -0.042
N 2.23 -1.52 -0.44 0.133
C 1.16 -2.09 -1.12 -0.250
C 0.58 -1.50 -2.24 -0.033
C -0.48 -2.10 -2.88 -0.101
C -0.98 -3.31 -2.41 -0.671
Cl -2.33 -4.05 -3.20 0.715
C -0.39 -3.93 -1.32 -0.102
C 0.67 -3.32 -0.68 -0.024
H 1.09 3.63 -1.78 0.097
H 0.14 2.21 -1.87 0.103
H 3.68 1.89 -0.11 0.100
H 3.08 4.29 -1.70 0.118
H 4.46 4.03 -0.63 0.131
H 2.84 5.88 0.07 0.122
H 1.64 4.63 0.39 0.098
H 3.29 3.55 1.96 0.078
H 4.38 4.90 1.70 0.121
H 2.49 6.43 2.49 0.116
H 3.31 5.47 3.71 0.114
H 0.67 4.64 2.43 0.106
H 0.79 5.62 3.89 0.112
H 0.86 3.70 5.10 0.125
H 2.45 3.37 4.42 0.113
H -0.16 2.46 3.35 0.141
H 3.39 1.92 3.39 0.102
H 3.22 0.83 2.00 0.056
H -0.94 0.15 3.69 0.120
H -2.13 -0.32 2.54 0.101
H 0.07 0.25 -0.21 0.093
H -2.15 0.60 -1.62 0.115
H -4.09 -0.66 -2.48 0.115
H -3.63 -3.50 0.67 0.115
H -1.67 -2.27 1.51 0.121
H 2.77 -2.17 0.12 0.148
H 0.98 -0.57 -2.62 0.105
H -0.92 -1.64 -3.75 0.114
H -0.76 -4.88 -0.97 0.114
H 1.13 -3.81 0.17 0.116

***

77
Properties=species:S:1:pos:R:3:lowdin_charge:R:1 method="wB97M-V/def2-TZVPD" orbital_gap_ev=5.059 max_force_ev_per_a=1.7 homo_ev=-10.262 total_energy_ha=-1570.98288 total_charge=+1 e_lumo_ev=-5.20
C -5.89 -4.92 0.39 -0.070
N -4.47 -5.20 0.22 -0.251
C -4.22 -6.50 -0.37 -0.072
C -3.54 -4.15 0.10 -0.216
C -2.75 -3.76 1.22 0.030
C -1.85 -2.71 1.11 0.007
C -1.67 -2.00 -0.11 -0.196
C -0.75 -0.92 -0.24 0.056
C -0.43 -0.33 -1.46 -0.050
C 0.53 0.66 -1.66 0.061
C 0.78 1.30 -2.91 -0.201
C 1.81 2.28 -3.02 -0.002
C 2.06 2.94 -4.21 0.024
C 1.28 2.66 -5.37 -0.217
N 1.53 3.37 -6.56 -0.253
C 2.31 2.81 -7.64 -0.069
C 0.70 4.48 -6.97 -0.070
C 0.27 1.69 -5.28 0.021
C 0.02 1.03 -4.09 0.006
C -2.48 -2.41 -1.22 0.007
C -3.37 -3.47 -1.12 0.019
H -6.02 -3.94 0.84 0.093
H -6.42 -4.96 -0.58 0.087
H -6.32 -5.69 1.05 0.090
H -3.14 -6.68 -0.45 0.094
H -4.67 -7.27 0.28 0.090
H -4.67 -6.59 -1.37 0.086
H -2.89 -4.30 2.15 0.127
H -1.27 -2.41 1.98 0.118
H -0.16 -0.64 0.63 0.094
H -0.95 -0.68 -2.35 0.088
H 1.14 0.96 -0.80 0.136
H 2.42 2.50 -2.14 0.124
H 2.86 3.69 -4.29 0.129
H 2.93 1.98 -7.28 0.093
H 1.67 2.45 -8.46 0.086
H 2.96 3.60 -8.05 0.089
H 0.14 4.88 -6.12 0.093
H 1.35 5.27 -7.38 0.089
H -0.01 4.18 -7.76 0.086
H -0.32 1.46 -6.18 0.132
H -0.78 0.29 -4.06 0.108
H -2.42 -1.87 -2.16 0.107
H -3.96 -3.78 -1.99 0.130
C 7.28 1.28 2.90 -0.081
C 6.55 2.01 3.86 -0.084
C 5.21 1.73 4.08 -0.032
C 4.57 0.71 3.33 -0.187
C 3.18 0.36 3.51 -0.240
C 2.30 0.61 4.55 0.016
N 1.10 0.16 4.13 -0.111
C -0.19 0.33 4.77 -0.081
C -1.10 1.15 3.87 -0.363
C -2.47 1.44 4.47 -0.136
C -3.35 1.69 3.23 -0.145
C -2.61 1.00 2.05 -0.210
N -1.41 0.47 2.63 -0.044
N 1.22 -0.35 2.86 0.024
N 2.48 -0.27 2.51 0.068
C 5.30 0.02 2.33 -0.040
C 6.65 0.28 2.14 -0.079
H 8.34 1.50 2.75 0.103
H 7.04 2.80 4.43 0.106
H 4.62 2.29 4.81 0.109
H 2.48 1.09 5.49 0.129
H -0.65 -0.65 4.96 0.139
H 0.00 0.85 5.72 0.137
H -0.60 2.11 3.63 0.157
H -2.81 0.55 5.02 0.118
H -2.43 2.28 5.17 0.119
H -4.36 1.29 3.37 0.107
H -3.43 2.77 3.05 0.108
H -3.21 0.18 1.61 0.102
H -2.43 1.74 1.24 0.110
H -0.61 0.30 2.04 0.040
H 4.78 -0.72 1.73 0.104
H 7.21 -0.29 1.41 0.105

***

15
Properties=species:S:1:pos:R:3:lowdin_charge:R:1 method="wB97M-V/def2-TZVPD" orbital_gap_ev=12.248 max_force_ev_per_a=4.4 homo_ev=-15.515 total_energy_ha=-266.97399 total_charge=+1 relative_energy_kj_mol=329.0 e_lumo_ev=-3.27
C 0.22 -0.40 0.48 0.174
C -1.14 1.43 -0.69 -0.024
C -0.11 -2.72 1.44 -0.079
C 0.35 1.46 -0.44 -0.282
N 0.11 -1.51 0.77 0.028
N 1.25 1.53 -1.36 0.178
H -1.31 0.67 -1.51 0.138
H -1.29 2.40 -0.97 0.068
H -1.55 1.39 0.24 0.060
H 0.69 -3.02 2.06 0.071
H -0.98 -2.63 2.23 0.153
H -0.10 -3.66 0.79 0.130
H 0.83 1.85 0.37 0.104
H 2.14 1.84 -1.11 0.127
H 0.89 1.38 -2.30 0.156

***

89
Properties=species:S:1:pos:R:3:lowdin_charge:R:1 method="wB97M-V/def2-TZVPD" orbital_gap_ev=7.858 max_force_ev_per_a=1.2 homo_ev=-8.329 total_energy_ha=-2255.29017 total_charge=0 e_lumo_ev=-0.47
C 2.33 1.19 2.54 -0.155
C 3.77 1.66 2.28 -0.410
P 4.14 3.46 2.21 1.002
C 2.94 4.13 3.44 -0.269
C 3.54 4.10 0.62 -0.238
C 3.52 3.64 -0.64 -0.127
C 3.51 2.27 -1.24 -0.118
C 2.30 2.13 -2.19 -0.182
C 0.95 2.34 -1.52 -0.166
C 0.83 1.62 -0.19 -0.211
N -0.54 1.63 0.34 0.076
C -0.77 2.36 1.50 -0.537
C -1.88 1.86 2.38 0.010
O -0.12 3.35 1.75 0.057
C 3.42 4.85 -1.52 -0.415
O 3.80 4.99 -2.63 0.186
O 2.94 5.90 -0.77 0.144
C 3.14 5.55 0.56 -0.437
O 2.97 6.33 1.44 0.164
H 2.05 0.37 1.89 0.067
H 2.22 0.83 3.57 0.065
H 1.60 2.00 2.41 0.030
H 4.41 1.33 3.11 0.066
H 4.20 1.17 1.40 0.057
H 2.03 4.51 2.98 0.033
H 2.69 3.34 4.15 0.037
H 3.43 4.94 3.99 0.036
H 3.46 1.53 -0.43 0.088
H 4.41 2.10 -1.83 0.135
H 2.42 2.89 -2.98 0.107
H 2.35 1.16 -2.70 0.111
H 0.74 3.41 -1.38 0.125
H 0.16 1.97 -2.19 0.114
H 1.50 2.08 0.55 0.069
H 1.15 0.58 -0.32 0.126
H -0.89 0.69 0.45 0.100
H -1.73 0.80 2.62 0.088
H -2.85 1.99 1.91 0.091
H -1.85 2.43 3.31 0.066
C -3.93 -2.25 -1.26 -0.109
C -3.33 -3.53 -1.12 -0.122
C -2.01 -3.33 -0.80 -0.157
N -1.79 -1.98 -0.75 0.013
C -2.96 -1.31 -1.02 -0.132
H -4.95 -2.04 -1.52 0.101
H -3.81 -4.49 -1.25 0.104
H -1.21 -4.03 -0.62 0.113
H -0.91 -1.55 -0.56 0.132
H -2.99 -0.23 -1.04 0.109
C -2.14 0.90 7.57 -0.110
C -1.11 -0.02 7.20 -0.110
C -0.39 0.57 6.20 -0.147
N -0.93 1.80 5.95 -0.002
C -2.00 2.01 6.77 -0.140
H -2.89 0.76 8.32 0.090
H -0.93 -0.99 7.63 0.090
H 0.47 0.22 5.65 0.096
H -0.60 2.45 5.26 0.130
H -2.57 2.92 6.73 0.106
C -2.91 -2.78 -6.67 -0.106
C -1.80 -1.97 -6.32 -0.125
C -1.71 -1.98 -4.95 -0.147
N -2.72 -2.76 -4.47 0.020
C -3.46 -3.25 -5.51 -0.138
H -3.27 -2.99 -7.67 0.089
H -1.14 -1.44 -6.99 0.083
H -1.01 -1.50 -4.28 0.100
H -2.89 -2.94 -3.49 0.098
H -4.31 -3.89 -5.33 0.106
C -3.82 -6.12 3.78 -0.113
C -2.72 -6.93 3.39 -0.114
C -2.03 -6.25 2.43 -0.147
N -2.67 -5.06 2.21 0.005
C -3.76 -4.97 3.03 -0.141
H -4.57 -6.36 4.52 0.089
H -2.47 -7.91 3.78 0.089
H -1.14 -6.51 1.88 0.102
H -2.39 -4.36 1.55 0.105
H -4.40 -4.11 3.02 0.105
C 1.29 0.00 -5.85 -0.115
C 2.56 0.63 -5.88 -0.118
C 3.49 -0.35 -6.11 -0.141
N 2.83 -1.54 -6.22 0.005
C 1.48 -1.34 -6.07 -0.148
H 0.33 0.48 -5.70 0.090
H 2.77 1.68 -5.75 0.090
H 4.57 -0.30 -6.21 0.105
H 3.26 -2.43 -6.39 0.144
H 0.78 -2.16 -6.12 0.087

***

104
Properties=species:S:1:pos:R:3:lowdin_charge:R:1 method="wB97M-V/def2-TZVPD" orbital_gap_ev=7.376 max_force_ev_per_a=5.1 homo_ev=-7.787 total_energy_ha=-72119.67722 total_charge=0 e_lumo_ev=-0.41
F 2.24 -0.60 6.74 -0.143
C 2.34 -1.79 5.95 -0.216
C 1.74 -1.54 4.50 -0.207
Si 2.62 -0.08 3.60 0.510
C 2.47 -0.17 1.71 -0.263
C 2.03 -1.57 1.12 -0.237
C 0.49 -1.88 1.42 -0.208
C -0.42 -1.89 0.11 -0.179
C -1.70 -2.79 0.47 -0.182
C -2.91 -1.93 1.04 -0.183
C -3.46 -2.40 2.46 -0.208
C -3.52 -1.22 3.53 -0.207
C -2.16 -1.25 4.35 -0.223
C -1.97 -0.07 5.38 -0.185
C -1.40 1.28 4.77 -0.151
C -1.13 1.24 3.22 -0.131
N -0.98 2.65 2.75 -0.124
C -1.51 3.27 1.61 -0.155
C -1.09 4.67 1.57 -0.112
C -0.21 4.93 2.77 -0.061
C -0.21 3.61 3.40 -0.130
O 4.23 0.15 4.17 -0.436
Si 4.57 1.75 4.61 -0.280
Cl 6.54 1.77 5.44 0.184
I 3.10 2.71 6.33 0.482
H 3.38 -2.19 5.94 0.116
H 1.67 -2.55 6.48 0.117
H 1.82 -2.45 3.84 0.075
H 0.66 -1.24 4.68 0.066
H 1.86 1.12 4.02 -0.031
H 3.51 0.04 1.30 0.086
H 1.80 0.69 1.37 0.088
H 2.68 -2.36 1.61 0.105
H 2.18 -1.54 0.01 0.082
H 0.11 -1.03 2.05 0.065
H 0.40 -2.82 2.02 0.104
H 0.12 -2.25 -0.80 0.002
H -0.83 -0.84 -0.05 0.112
H -2.01 -3.30 -0.48 0.101
H -1.42 -3.60 1.20 0.096
H -2.69 -0.83 1.04 0.094
H -3.77 -2.09 0.32 0.061
H -2.91 -3.30 2.86 0.110
H -4.54 -2.73 2.32 0.050
H -4.38 -1.42 4.24 0.111
H -3.74 -0.23 3.04 0.100
H -2.20 -2.21 4.96 0.120
H -1.29 -1.39 3.64 0.078
H -2.89 0.14 5.98 0.111
H -1.19 -0.43 6.13 0.101
H -2.12 2.10 5.01 0.120
H -0.41 1.50 5.26 0.096
H -1.94 0.78 2.60 0.106
H -0.15 0.74 2.95 0.077
H -2.16 2.73 0.89 -0.041
H -1.34 5.43 0.78 -0.008
H 0.31 5.87 3.05 0.086
H 0.39 3.52 4.33 0.081
H 4.61 2.68 3.47 -0.035
C -3.60 8.37 1.32 -1.613
Br -3.92 10.23 0.91 0.559
Br -2.71 7.46 -0.14 0.607
Br -2.64 8.16 2.99 0.573
H -4.57 7.90 1.45 -0.028
C -7.09 -0.88 -0.35 -1.605
Br -7.00 -1.42 1.50 0.607
Br -6.43 0.93 -0.60 0.582
Br -6.19 -2.13 -1.52 0.584
H -8.14 -0.87 -0.63 -0.030
C 1.11 -2.37 -3.94 -1.587
Br 1.51 -3.58 -2.48 0.598
Br -0.78 -2.29 -4.32 0.561
Br 1.86 -0.61 -3.64 0.600
H 1.60 -2.77 -4.83 -0.126
C 1.55 -3.61 -7.99 -1.625
Br 2.01 -4.88 -6.60 0.555
Br -0.36 -3.54 -8.30 0.581
Br 2.28 -1.85 -7.61 0.600
H 2.01 -3.95 -8.91 -0.113
C -3.48 2.42 -2.93 -1.584
Br -4.26 3.91 -3.89 0.575
Br -2.23 1.43 -4.03 0.551
Br -2.69 2.98 -1.25 0.640
H -4.30 1.74 -2.69 -0.071
C 2.37 2.88 -3.20 -1.627
Br 3.72 4.13 -2.61 0.563
Br 0.71 3.10 -2.25 0.541
Br 2.11 2.94 -5.12 0.536
H 2.74 1.88 -2.96 -0.097
C 2.49 -7.89 -1.66 -1.619
Br 2.94 -6.41 -0.51 0.544
Br 0.65 -8.45 -1.43 0.570
Br 2.89 -7.49 -3.51 0.550
H 3.12 -8.73 -1.37 -0.029
C 4.89 -5.56 -10.96 -1.606
Br 4.12 -5.39 -9.18 0.609
Br 3.56 -6.09 -12.26 0.573
Br 5.82 -3.95 -11.49 0.574
H 5.62 -6.36 -10.91 -0.029
C 3.11 7.14 -6.30 -1.615
Br 1.23 6.68 -6.18 0.551
Br 3.88 7.48 -4.56 0.547
Br 4.11 5.82 -7.29 0.549
H 3.17 8.07 -6.86 -0.032